Entry 1:
Density functional theory data (ωB97M-V/def2-TZVPD) for a single C5H6N2 molecule.

XYZ file:
```
13
Properties=species:S:1:pos:R:3:forces:R:3
N 0.401 -1.720 1.464 -1.4756 -2.1321 -1.0150
C -0.014 -0.555 0.728 1.1689 -4.7017 -1.4988
C 0.498 0.675 0.921 -0.8215 2.6495 -1.1472
C 0.294 1.683 -0.135 1.3701 -0.7502 1.7201
N -0.200 1.390 -1.346 0.1725 -0.7379 1.2794
C -0.565 0.069 -1.478 -1.2678 -1.5952 -2.4650
C -0.515 -0.934 -0.570 -0.0336 0.2895 2.4191
H 0.061 -2.732 1.024 0.9874 3.9331 1.8201
H 0.352 -1.684 2.475 -0.0544 -0.1156 -0.2016
H 1.033 0.902 1.832 0.0309 0.2643 -0.0331
H 0.780 2.701 0.182 -1.3654 -1.6557 -1.4198
H -0.985 -0.478 -2.421 0.8153 2.5235 0.7035
H -0.837 -2.026 -0.720 0.4733 2.0286 -0.1617
```
Forces are in eV/Å.

Values from the calculation:
- LUMO level (eV) = 0.89
- E (a.u.) = -303.5790
- highest occupied orbital energy (eV) = -8.9
- energy above the lowest of the compared OMol25 structures with the same formula, charge and spin (kJ/mol) = 149.8
- maximum force (eV/A) = 5.07

Atomic partial charges in e from the Mulliken method, atoms 1 to 5: atom 1 (N): -0.531, atom 2 (C): 0.918, atom 3 (C): -0.502, atom 4 (C): -0.065, atom 5 (N): -0.609

=====

Entry 2:
Density functional theory data (ωB97M-V/def2-TZVPD) for a single C5H6N2 molecule.

XYZ file:
```
13
Properties=species:S:1:pos:R:3:forces:R:3
C -1.539 0.917 1.154 -0.0431 0.1061 0.1686
C -0.205 0.802 1.487 -0.0503 0.0324 0.0602
N 0.307 0.050 0.458 -0.2253 0.0493 -0.0160
C -0.692 -0.189 -0.409 -0.0048 0.0338 0.0497
N -1.847 0.308 -0.053 0.2152 -0.0640 -0.0069
C 0.218 -0.818 -1.447 -0.0133 -0.0782 -0.1640
C 1.363 -0.443 -0.441 0.2778 -0.0611 -0.0366
H -2.310 1.409 1.732 0.1400 -0.0840 -0.0776
H 0.360 1.140 2.343 -0.1071 -0.0366 -0.1304
H 0.269 -0.299 -2.407 -0.0142 -0.0639 0.1464
H 0.086 -1.890 -1.613 0.0110 0.1655 0.0324
H 2.033 0.348 -0.788 -0.0931 -0.1166 0.0341
H 1.940 -1.276 -0.030 -0.0927 0.1173 -0.0599
```
Forces are in eV/Å.

Values from the calculation:
- LUMO level (eV) = 0.90
- E (a.u.) = -303.5859
- highest occupied orbital energy (eV) = -8.6
- energy above the lowest of the compared OMol25 structures with the same formula, charge and spin (kJ/mol) = 131.7
- maximum force (eV/A) = 0.29

Atomic partial charges in e from the Mulliken method, atoms 1 to 5: atom 1 (C): -0.311, atom 2 (C): -0.278, atom 3 (N): 0.179, atom 4 (C): 0.126, atom 5 (N): -0.688

=====

Entry 3:
Density functional theory data (ωB97M-V/def2-TZVPD) for a single C5H6N2 molecule.

XYZ file:
```
13
Properties=species:S:1:pos:R:3:forces:R:3
C -2.436 -1.846 -1.808 1.6762 1.6632 0.6091
C -1.524 -1.173 -1.370 -1.3761 -1.7585 -0.3484
C -0.570 -0.506 -0.552 -0.5899 0.9512 -0.1963
N 0.652 -0.476 -0.857 0.7100 0.0812 0.2238
N 1.565 0.292 -0.027 -0.1731 -0.7249 -1.0041
C 1.292 0.307 1.398 -0.7025 -0.3951 0.3601
C 1.052 1.501 0.566 -0.6905 1.2981 0.3227
H -3.272 -2.262 -2.274 -0.5953 -0.5575 -0.3726
H -1.076 0.077 0.233 0.4707 -0.1988 0.1507
H 0.388 -0.237 1.725 0.6925 0.2642 -0.0082
H 2.186 0.200 1.992 -0.0747 0.0473 0.2466
H 1.760 2.345 0.600 -0.4545 -0.4671 -0.1564
H -0.016 1.778 0.373 1.1071 -0.2034 0.1730
```
Forces are in eV/Å.

Values from the calculation:
- LUMO level (eV) = 0.42
- E (a.u.) = -303.4522
- highest occupied orbital energy (eV) = -9.3
- energy above the lowest of the compared OMol25 structures with the same formula, charge and spin (kJ/mol) = 482.9
- maximum force (eV/A) = 2.44

Atomic partial charges in e from the Mulliken method, atoms 1 to 5: atom 1 (C): -0.037, atom 2 (C): -0.778, atom 3 (C): 0.396, atom 4 (N): -0.357, atom 5 (N): -0.317

=====

Entry 4:
Density functional theory data (ωB97M-V/def2-TZVPD) for a single C5H6N2 molecule.

XYZ file:
```
13
Properties=species:S:1:pos:R:3:forces:R:3
H -0.507 0.884 1.203 -2.0535 1.5610 -1.6212
N -1.398 1.476 0.537 1.4927 -0.5803 1.7323
C -1.296 1.029 -0.602 1.1798 -2.2746 -0.1666
C -0.202 -0.162 -1.026 -1.9171 0.4138 -0.6173
C -0.324 -0.687 -2.246 0.3293 0.3049 0.1769
C 0.507 -0.552 0.085 0.2075 1.1572 1.6344
C 0.698 -0.206 1.280 1.2709 -1.5259 -1.5827
N 1.441 -0.430 2.382 -0.2613 0.4319 0.8304
H -2.004 1.125 -1.418 0.0311 0.5289 -0.1127
H -1.068 -0.323 -2.939 0.0257 0.1804 -0.0700
H 0.352 -1.453 -2.592 -0.0958 -0.1942 -0.0070
H 1.560 0.338 3.023 -0.0921 -0.1126 0.0204
H 2.241 -1.039 2.313 -0.1172 0.1094 -0.2170
```
Forces are in eV/Å.

Values from the calculation:
- LUMO level (eV) = 0.01
- E (a.u.) = -303.4739
- highest occupied orbital energy (eV) = -8.3
- energy above the lowest of the compared OMol25 structures with the same formula, charge and spin (kJ/mol) = 425.8
- maximum force (eV/A) = 3.05

Atomic partial charges in e from the Mulliken method, atoms 1 to 5: atom 1 (H): 0.386, atom 2 (N): -0.706, atom 3 (C): -0.116, atom 4 (C): 0.700, atom 5 (C): -0.890